#P
10 unconnected molecules or ions with the total composition C20H57O12, computed with wB97M-V/def2-TZVPD.

Calculated values
Multiplicity: 1
Net charge: -1
HOMO in eV: -6.69
Frontier orbital gap in Ha: 0.3320

Geometry as XYZ:
```
89
C20H57O12 wB97M-V/def2-TZVPD
C 44.531 41.504 14.159
O 44.985 42.119 13.153
O 45.226 41.434 15.266
O 43.437 40.804 14.104
H 45.863 42.051 15.321
C 42.384 44.315 14.016
O 43.269 44.402 12.900
H 42.074 45.307 14.427
H 42.843 43.947 14.782
H 41.471 43.818 13.727
H 43.945 43.551 12.904
C 40.921 41.354 12.300
O 40.889 40.675 13.516
H 41.769 41.737 12.122
H 40.206 42.175 12.412
H 40.640 40.851 11.409
H 41.839 40.686 13.458
C 47.357 44.186 16.372
O 47.068 44.527 17.696
H 46.977 43.289 16.070
H 48.462 44.130 16.161
H 47.109 44.879 15.688
H 46.180 44.605 17.767
C 48.083 41.104 13.066
O 47.738 42.433 13.271
H 48.598 40.811 11.961
H 47.244 40.429 13.464
H 48.795 40.856 13.741
H 46.954 42.190 12.831
C 43.637 38.895 9.827
C 44.047 39.605 11.178
C 45.290 38.943 11.638
O 44.012 40.943 11.003
H 42.715 39.344 9.462
H 43.591 37.806 10.070
H 44.113 39.495 9.017
H 43.296 39.370 12.052
H 45.921 39.223 10.890
H 45.413 37.926 11.993
H 45.502 39.317 12.609
H 44.305 41.416 11.755
C 46.663 47.151 10.524
C 45.605 46.258 10.910
C 46.084 45.025 11.559
O 44.712 46.946 11.778
H 47.398 46.708 9.911
H 47.163 47.525 11.305
H 46.365 48.139 10.045
H 45.196 45.833 10.116
H 46.230 45.203 12.641
H 47.133 44.788 11.222
H 45.584 44.097 11.464
H 44.054 46.298 12.028
C 43.262 36.762 16.410
C 43.984 37.875 15.853
C 45.441 37.615 15.537
O 43.428 38.281 14.613
H 43.651 36.343 17.451
H 43.368 35.683 15.943
H 42.159 36.809 16.499
H 43.699 38.694 16.468
H 46.039 37.227 16.234
H 46.065 38.585 15.264
H 45.680 37.106 14.523
H 43.661 39.065 14.385
C 42.256 40.248 18.955
C 41.835 40.983 17.605
C 40.371 41.560 17.584
O 42.848 41.731 17.129
H 43.157 39.689 18.919
H 41.479 39.707 19.378
H 42.426 41.006 19.676
H 41.767 40.306 16.841
H 39.538 40.916 17.728
H 39.950 41.967 16.835
H 40.301 42.422 18.548
H 43.216 41.338 16.170
C 47.809 38.455 19.098
C 48.523 39.281 17.903
C 48.143 40.712 18.022
O 49.847 39.245 18.130
H 47.608 39.114 19.935
H 48.298 37.687 19.379
H 46.885 38.180 18.709
H 48.216 38.749 16.799
H 47.063 40.888 17.589
H 48.896 41.153 17.455
H 48.357 41.061 19.150
H 50.261 38.422 17.946
```

=====

#Q
10 unconnected molecules or ions with the total composition C20H57O12, computed with wB97M-V/def2-TZVPD.

Calculated values
Multiplicity: 1
Net charge: -1
HOMO in eV: -6.64
Frontier orbital gap in Ha: 0.3478

Geometry as XYZ:
```
89
C20H57O12 wB97M-V/def2-TZVPD
C 0.062 -0.013 0.445
O 1.106 -0.738 0.337
O -0.093 0.491 1.623
O -0.840 0.091 -0.435
H 0.748 0.590 2.211
C 0.810 -2.477 -2.668
O 1.847 -2.391 -1.708
H 1.537 -2.298 -3.460
H 0.182 -1.548 -2.550
H 0.128 -3.415 -2.726
H 1.513 -1.751 -0.905
C 1.246 -4.096 1.469
O 0.810 -2.859 2.132
H 2.001 -4.499 2.035
H 1.365 -3.915 0.237
H 0.456 -4.893 1.699
H 1.002 -2.119 1.523
C 0.761 -0.030 4.990
O 2.022 -0.609 4.872
H 0.846 1.006 4.733
H 0.355 -0.325 5.985
H 0.085 -0.488 4.075
H 2.480 -0.407 4.064
C 2.373 0.709 -2.411
O 1.028 0.978 -2.400
H 2.991 1.487 -2.815
H 2.572 -0.161 -3.037
H 2.665 0.197 -1.583
H 0.511 0.387 -1.692
C -3.058 4.116 0.755
C -2.931 2.718 0.409
C -4.068 2.121 -0.283
O -1.735 2.638 -0.456
H -2.353 4.415 1.335
H -4.055 4.357 1.177
H -3.132 4.785 0.051
H -2.529 2.030 1.152
H -4.470 3.019 -1.052
H -5.090 1.651 0.366
H -3.939 1.101 -0.940
H -1.291 1.878 -0.096
C -3.873 -2.777 2.105
C -2.753 -2.200 1.373
C -2.164 -3.294 0.483
O -3.195 -1.226 0.652
H -4.655 -3.126 1.551
H -4.128 -2.098 2.951
H -3.506 -3.579 2.782
H -2.029 -1.730 2.148
H -1.283 -2.933 0.046
H -2.851 -3.532 -0.389
H -1.602 -4.213 0.955
H -2.509 -0.661 0.363
C 2.436 5.209 -1.239
C 1.378 4.222 -0.683
C 2.065 3.379 0.455
O 0.274 4.835 -0.194
H 2.955 5.965 -0.590
H 1.995 5.866 -1.871
H 3.182 4.628 -1.714
H 1.117 3.434 -1.482
H 2.737 2.792 -0.102
H 1.238 2.973 0.778
H 2.366 3.700 1.384
H -0.415 4.296 0.137
C -2.991 -2.563 -4.814
C -2.456 -1.089 -4.902
C -2.806 -0.284 -3.633
O -0.957 -1.111 -4.940
H -2.606 -3.012 -3.878
H -2.651 -3.203 -5.621
H -4.185 -2.517 -4.772
H -3.067 -0.587 -5.677
H -3.901 -0.432 -3.503
H -2.816 0.802 -3.555
H -2.314 -0.664 -2.760
H -0.725 -0.157 -4.807
C 5.008 0.024 3.217
C 4.084 -0.207 1.994
C 4.033 -1.617 1.505
O 2.760 0.081 2.408
H 4.885 1.100 3.576
H 6.168 -0.125 3.097
H 4.664 -0.731 3.935
H 4.359 0.611 1.137
H 3.870 -2.448 2.215
H 5.056 -1.774 1.316
H 3.555 -1.793 0.568
H 2.333 0.034 1.537
```

=====

What are the relative energies? In eV: #P 3.031; #Q 0.000.

=====

#P
A single C3H7N3S molecule, computed with wB97M-V/def2-TZVPD.

Calculated values
SMILES string: CC(=S)N/N=C\N
Multiplicity: 1
Net charge: 0
HOMO in eV: -7.80
Frontier orbital gap in Ha: 0.3155

Geometry as XYZ:
```
14
C3H7N3S wB97M-V/def2-TZVPD
C 1.392 -0.769 1.845
C 0.692 -0.354 0.563
C -0.991 1.028 -1.626
H 1.466 -1.998 1.918
H 2.470 -0.467 1.744
H 0.781 -0.486 2.821
H -0.021 1.465 1.153
H -1.282 1.734 -2.352
H -1.589 -0.772 -0.840
H -2.191 -0.476 -2.252
N 0.168 0.829 0.373
N -0.010 1.508 -0.923
N -1.815 0.010 -1.458
S 0.929 -1.253 -0.965
```

=====

#Q
A single C3H7N3S molecule, computed with wB97M-V/def2-TZVPD.

Calculated values
SMILES string: [H]/N=C/NC/C=N\S
Multiplicity: 1
Net charge: 0
HOMO in eV: -8.57
Frontier orbital gap in Ha: 0.3388

Geometry as XYZ:
```
14
C3H7N3S wB97M-V/def2-TZVPD
C 1.128 -0.149 -1.544
C 1.108 -0.021 -0.015
C -0.885 -0.302 1.409
H -1.233 1.225 -0.814
H 2.096 -0.544 -1.955
H 2.068 -0.339 0.329
H 0.961 0.960 0.274
H 0.388 -1.802 0.853
H -1.249 -1.006 2.143
H -2.105 0.978 1.969
N 0.212 0.043 -2.402
N 0.124 -0.836 0.690
N -1.403 0.866 1.226
S -1.211 0.925 -2.165
```

=====

#R
A single C3H7N3S molecule, computed with wB97M-V/def2-TZVPD.

Calculated values
SMILES string: C/C(=N\N)C(N)=S
Multiplicity: 1
Net charge: 0
HOMO in eV: -7.99
Frontier orbital gap in Ha: 0.2870

Geometry as XYZ:
```
14
C3H7N3S wB97M-V/def2-TZVPD
C -0.255 -1.657 0.088
C 0.195 -0.178 0.335
C 1.456 0.488 0.039
H 0.493 -2.369 -0.282
H -0.654 -2.165 1.053
H -1.298 -1.797 -0.631
H -2.829 1.106 -0.254
H -2.144 -0.517 0.255
H 0.781 2.438 0.146
H 2.511 2.245 -0.281
N -0.736 0.749 -0.072
N -1.988 0.356 -0.362
N 1.553 1.795 0.156
S 2.915 -0.495 -0.189
```

=====

What are the relative energies? In eV: #P 0.793; #Q 0.000; #R 1.810.

=====

#P
A single C3H7N3S molecule, computed with wB97M-V/def2-TZVPD.

Calculated values
SMILES string: CN(N)/C=N\C=S
Multiplicity: 1
Net charge: 0
HOMO in eV: -8.22
Frontier orbital gap in Ha: 0.3132

Geometry as XYZ:
```
14
C3H7N3S wB97M-V/def2-TZVPD
C -0.933 -1.223 0.802
C -0.719 1.077 -0.120
C 1.558 0.640 0.475
H -0.326 -1.870 0.176
H -0.356 -0.868 1.622
H -1.801 -1.750 1.180
H -2.649 -0.146 -1.573
H -3.298 0.502 -0.170
H -1.300 1.871 -0.585
H 2.195 0.978 1.304
N -1.412 -0.082 0.046
N -2.688 -0.206 -0.520
N 0.445 1.385 0.314
S 2.105 -0.585 -0.486
```

=====

#Q
A single C3H7N3S molecule, computed with wB97M-V/def2-TZVPD.

Calculated values
Multiplicity: 1
Net charge: 0
HOMO (spin up / spin down) in eV: -6.48 / -8.64
Frontier orbital gap (spin up / spin down) in Ha: 0.2146 / 0.3444

Geometry as XYZ:
```
14
C3H7N3S wB97M-V/def2-TZVPD
C 2.109 -1.025 -0.050
C 2.220 0.498 -0.348
C -2.489 -0.350 0.107
N 1.364 -1.643 0.646
N -0.417 0.456 -0.136
N -1.557 0.679 0.414
S 0.709 1.468 0.210
H 2.868 -1.400 -0.908
H 3.052 1.088 0.025
H 1.952 0.652 -1.435
H -2.667 -0.259 -0.897
H -2.027 -1.316 0.408
H -3.327 -0.197 0.814
H -1.788 1.349 1.149
```

=====

What are the relative energies? In eV: #P 0.000; #Q 3.818.

=====

#P
A single C3H7N3S molecule, computed with wB97M-V/def2-TZVPD.

Calculated values
SMILES string: CNN1C=CSN1
Multiplicity: 1
Net charge: 0
HOMO in eV: -7.56
Frontier orbital gap in Ha: 0.3050

Geometry as XYZ:
```
14
C3H7N3S wB97M-V/def2-TZVPD
C 1.379 -1.184 0.680
C 2.579 -1.099 0.059
C -1.618 0.405 0.032
N 1.581 1.075 0.635
N 0.709 0.073 0.778
N -0.292 0.022 -0.411
S 2.876 0.534 -0.459
H 1.071 -1.985 1.198
H 3.133 -1.960 -0.247
H -1.789 1.443 0.333
H -2.349 0.059 -0.731
H -1.587 -0.170 1.015
H 1.279 1.979 0.506
H 0.131 0.534 -1.159
```

=====

#Q
A single C3H7N3S molecule, computed with wB97M-V/def2-TZVPD.

Calculated values
SMILES string: C/C=N\N=C\NS
Multiplicity: 1
Net charge: 0
HOMO in eV: -8.18
Frontier orbital gap in Ha: 0.3142

Geometry as XYZ:
```
14
C3H7N3S wB97M-V/def2-TZVPD
C -1.847 1.255 0.026
C -2.018 -0.229 -0.276
C 1.215 -1.220 -0.074
H -2.892 1.370 0.730
H -2.140 1.735 -0.926
H -0.822 1.535 0.183
H -3.026 -0.799 -0.170
H 0.961 -2.209 0.018
H 3.335 -1.693 -0.147
H 2.234 1.619 0.718
N -0.927 -0.934 -0.101
N 0.286 -0.327 0.123
N 2.507 -0.888 0.066
S 3.135 0.785 -0.171
```

=====

What are the relative energies? In eV: #P 0.000; #Q 0.167.

=====

#P
A molecular structure, C40H45AsIrO4P2S2, computed with wB97M-V/def2-TZVPD.

Calculated values
Multiplicity: 6
Net charge: 0
HOMO (spin up / spin down) in eV: -5.37 / -8.06
Frontier orbital gap (spin up / spin down) in Ha: 0.1834 / 0.2346
⟨S²⟩: 8.81

Geometry as XYZ:
```
95
C40H45AsIrO4P2S2 wB97M-V/def2-TZVPD
Ir -0.462 -0.380 1.877
C -4.447 1.780 -2.705
C -4.557 0.686 -1.669
O -4.319 1.264 -0.374
P -3.757 0.413 0.873
S -1.940 0.094 3.370
S -1.951 -0.406 0.084
O -4.785 -0.855 0.735
C -4.629 -1.968 1.619
C -5.847 -2.853 1.490
H -4.686 1.384 -3.693
H -3.436 2.187 -2.727
H -5.141 2.590 -2.479
H -3.823 -0.103 -1.852
H -5.548 0.232 -1.664
H -4.509 -1.612 2.646
H -3.716 -2.507 1.347
H -6.748 -2.306 1.765
H -5.751 -3.718 2.147
H -5.956 -3.206 0.464
O 1.102 -1.831 3.831
C 0.984 -0.636 3.579
C 1.495 0.540 4.145
C 2.296 0.469 5.330
C 2.793 1.609 5.899
C 2.548 2.878 5.335
C 1.800 2.961 4.173
C 1.263 1.825 3.580
P 0.453 1.837 1.985
C 1.755 2.410 0.844
C 2.656 1.455 0.376
C 3.741 1.837 -0.400
C 3.923 3.172 -0.732
C 3.025 4.127 -0.274
C 1.951 3.750 0.518
C -0.793 3.147 1.996
C -1.303 3.624 0.790
C -2.368 4.511 0.779
C -2.941 4.922 1.975
C -2.447 4.442 3.179
C -1.380 3.555 3.192
H 2.489 -0.502 5.766
H 3.387 1.532 6.801
H 2.948 3.770 5.795
H 1.628 3.929 3.713
H 2.509 0.412 0.626
H 4.441 1.088 -0.749
H 4.765 3.470 -1.344
H 3.167 5.170 -0.525
H 1.264 4.504 0.883
H -0.870 3.295 -0.146
H -2.756 4.871 -0.165
H -3.777 5.609 1.967
H -2.896 4.753 4.113
H -1.001 3.176 4.133
C 0.328 -3.687 1.414
C 1.207 -2.733 0.676
O 1.013 -1.517 0.716
C 2.341 -3.236 -0.127
C 2.795 -4.546 0.004
C 3.842 -4.997 -0.783
C 4.420 -4.149 -1.716
C 3.967 -2.843 -1.854
C 2.938 -2.382 -1.054
H -0.583 -3.178 1.727
H 0.851 -4.021 2.313
H 0.093 -4.556 0.800
H 2.339 -5.213 0.724
H 4.201 -6.012 -0.674
H 5.227 -4.508 -2.342
H 4.415 -2.188 -2.590
H 2.561 -1.372 -1.152
C 1.822 0.947 -3.678
As 0.429 0.572 -2.337
C -0.605 2.216 -2.610
C -0.667 -0.588 -3.516
C -0.118 -1.980 -3.541
C 0.733 -2.406 -4.558
C 1.283 -3.681 -4.542
C 0.980 -4.558 -3.512
C 0.121 -4.150 -2.501
C -0.414 -2.872 -2.508
H 1.397 1.408 -4.571
H 2.309 0.011 -3.958
H 2.568 1.615 -3.249
H -0.954 2.287 -3.642
H 0.037 3.072 -2.394
H -1.459 2.224 -1.934
H -0.681 -0.142 -4.512
H -1.682 -0.579 -3.114
H 0.965 -1.729 -5.373
H 1.943 -3.991 -5.342
H 1.403 -5.554 -3.501
H -0.133 -4.836 -1.701
H -1.080 -2.550 -1.713
```

=====

#Q
A molecular structure, C40H45AsIrO4P2S2, computed with wB97M-V/def2-TZVPD.

Calculated values
Multiplicity: 6
Net charge: 0
HOMO (spin up / spin down) in eV: -5.35 / -8.06
Frontier orbital gap (spin up / spin down) in Ha: 0.1836 / 0.2303
⟨S²⟩: 8.80

Geometry as XYZ:
```
95
C40H45AsIrO4P2S2 wB97M-V/def2-TZVPD
Ir 0.536 1.231 1.321
C -5.587 -0.406 0.157
C -4.787 -0.245 1.429
O -4.231 1.079 1.444
P -2.884 1.466 2.238
S -0.191 2.887 2.499
S -1.472 0.068 1.448
O -3.280 0.780 3.685
C -2.284 0.723 4.707
C -2.964 0.381 6.012
H -6.085 -1.377 0.149
H -4.935 -0.339 -0.714
H -6.344 0.374 0.084
H -3.977 -0.978 1.473
H -5.408 -0.371 2.317
H -1.766 1.687 4.776
H -1.543 -0.033 4.433
H -3.700 1.141 6.271
H -2.224 0.324 6.811
H -3.471 -0.581 5.936
O 3.269 1.525 2.580
C 2.619 2.125 1.729
C 2.909 3.217 0.890
C 4.143 3.924 1.102
C 4.466 5.009 0.337
C 3.612 5.456 -0.691
C 2.439 4.765 -0.932
C 2.067 3.667 -0.165
P 0.655 2.623 -0.607
C 1.119 1.952 -2.247
C 1.870 0.778 -2.272
C 2.345 0.272 -3.473
C 2.061 0.924 -4.664
C 1.310 2.093 -4.648
C 0.848 2.610 -3.446
C -0.750 3.733 -0.901
C -1.807 3.327 -1.717
C -2.938 4.118 -1.847
C -3.029 5.319 -1.158
C -1.986 5.726 -0.340
C -0.851 4.939 -0.210
H 4.801 3.583 1.889
H 5.397 5.530 0.525
H 3.875 6.316 -1.290
H 1.787 5.081 -1.741
H 2.083 0.262 -1.343
H 2.935 -0.636 -3.475
H 2.425 0.527 -5.602
H 1.091 2.610 -5.574
H 0.275 3.529 -3.443
H -1.746 2.387 -2.245
H -3.750 3.792 -2.484
H -3.913 5.936 -1.256
H -2.054 6.660 0.202
H -0.036 5.259 0.427
C 2.018 -1.425 2.957
C 2.122 -1.475 1.463
O 1.614 -0.601 0.763
C 2.830 -2.602 0.800
C 3.690 -3.429 1.513
C 4.308 -4.498 0.883
C 4.048 -4.755 -0.457
C 3.183 -3.933 -1.172
C 2.587 -2.853 -0.547
H 1.268 -0.691 3.248
H 2.980 -1.104 3.366
H 1.775 -2.406 3.363
H 3.885 -3.238 2.561
H 4.985 -5.134 1.437
H 4.517 -5.599 -0.945
H 2.972 -4.142 -2.212
H 1.897 -2.206 -1.077
C -0.396 -2.312 -3.242
As -0.856 -1.406 -1.553
C -2.291 -0.299 -2.290
C -2.002 -2.861 -0.877
C -1.163 -3.961 -0.303
C -0.922 -5.132 -1.014
C -0.098 -6.125 -0.498
C 0.490 -5.967 0.747
C 0.244 -4.807 1.474
C -0.565 -3.812 0.951
H -1.281 -2.489 -3.854
H 0.076 -3.270 -3.016
H 0.311 -1.697 -3.798
H -3.104 -0.919 -2.671
H -1.878 0.283 -3.114
H -2.672 0.374 -1.523
H -2.616 -3.214 -1.707
H -2.652 -2.428 -0.114
H -1.385 -5.268 -1.985
H 0.078 -7.028 -1.070
H 1.128 -6.741 1.153
H 0.690 -4.683 2.453
H -0.759 -2.902 1.516
```

=====

What are the relative energies? In eV: #P 0.000; #Q 0.240.

=====

#P
A single C2H6N2 molecule, computed with wB97M-V/def2-TZVPD.

Calculated values
Multiplicity: 1
Net charge: 0
HOMO in eV: -7.21
Frontier orbital gap in Ha: 0.1765

Geometry as XYZ:
```
10
C2H6N2 wB97M-V/def2-TZVPD
C 0.315 0.320 -0.639
C -0.377 -0.103 0.675
N -1.602 0.235 1.365
N 1.631 -0.331 -1.133
H 0.557 1.300 -0.741
H -0.032 0.381 1.582
H -0.165 -1.178 0.737
H -2.148 0.935 0.858
H 0.165 -0.252 -1.555
H 1.655 -1.307 -1.149
```

=====

#Q
A single C2H6N2 molecule, computed with wB97M-V/def2-TZVPD.

Calculated values
SMILES string: N/C=C/N
Multiplicity: 1
Net charge: 0
HOMO in eV: -7.08
Frontier orbital gap in Ha: 0.3080

Geometry as XYZ:
```
10
C2H6N2 wB97M-V/def2-TZVPD
C -0.596 0.105 0.295
C 0.572 -0.167 -0.287
N 0.864 0.257 -1.625
N -0.905 -0.244 1.629
H -1.368 0.645 -0.232
H 1.413 -0.733 0.082
H 1.838 0.479 -1.688
H 0.196 0.905 -2.018
H -1.853 -0.473 1.811
H -0.161 -0.773 2.034
```

=====

What are the relative energies? In eV: #P 7.699; #Q 0.000.